The following is a DFT calculation (the ωB97M-V functional and the def2-TZVPD basis) of C38H42GeN9SeTc as an isolated structure.

XYZ file:
```
92
Properties=species:S:1:pos:R:3:forces:R:3:mulliken_charge:R:1
Tc 0.955478 -0.213567 0.926241 -1.497 -1.982 -6.541 -0.87
N -0.687422 -1.734567 1.374141 -0.053 0.331 0.198 -0.03
C -0.566922 -3.169867 1.681741 0.193 -0.633 -0.159 -0.99
C -0.055622 -3.931867 0.460541 -0.019 0.110 0.322 -0.51
N 1.173278 -3.353067 -0.044559 0.074 -0.378 -0.421 0.55
C 2.399378 -3.793067 0.592141 -0.172 0.284 0.264 -0.97
C 2.811478 -2.842567 1.720241 -0.035 -0.699 0.034 -0.67
N 2.819178 -1.451867 1.234441 -0.130 0.492 0.126 -0.51
H -1.269722 -1.327167 2.106441 -0.038 0.033 -0.310 0.20
H -1.245322 -1.680467 0.519941 0.042 0.214 0.228 0.03
H -1.540822 -3.583967 1.965641 0.100 0.101 0.023 0.50
H 0.109278 -3.306467 2.524641 -0.056 0.062 0.055 0.38
H -0.802422 -3.872867 -0.334159 -0.024 -0.037 0.016 0.17
H 0.049578 -4.990367 0.744341 -0.015 0.066 -0.104 0.39
H 1.229978 -3.491967 -1.045559 -0.055 -0.036 0.103 -0.22
H 3.186878 -3.793567 -0.162159 0.116 -0.055 -0.004 0.41
H 2.323078 -4.811067 0.998541 0.076 0.050 -0.037 0.31
H 3.804378 -3.137967 2.073841 -0.054 0.116 0.001 0.47
H 2.129978 -2.912167 2.568741 0.036 0.032 -0.040 0.31
H 3.365778 -1.440367 0.368241 -0.203 0.290 0.157 0.16
H 3.347878 -0.895767 1.909441 0.159 -0.110 -0.247 0.33
C -0.418122 0.817433 3.668141 -0.096 -0.062 -0.219 -0.43
C -0.987822 1.684033 4.742641 -0.115 0.213 0.155 0.13
C -1.959722 1.178633 5.601541 0.144 -0.014 -0.168 -0.20
C -2.508322 1.977033 6.587041 0.069 0.195 0.029 -0.95
C -2.074522 3.294033 6.726941 0.284 -0.451 -0.523 0.54
C -1.084822 3.799533 5.882641 -0.046 -0.007 0.036 -0.96
C -0.552122 2.997833 4.893941 0.035 -0.073 -0.015 -0.19
C -2.630422 4.123933 7.733441 -0.073 0.062 0.158 -0.10
N -3.075822 4.786333 8.552241 -0.236 0.357 0.395 -0.41
H -0.916522 -0.155467 3.669841 0.180 0.124 -0.036 0.30
H 0.661978 0.687433 3.809341 -0.040 -0.085 -0.026 0.65
H -2.282222 0.150733 5.511741 -0.071 -0.064 -0.059 0.37
H -3.267622 1.589733 7.247241 -0.065 -0.035 0.081 0.50
H -0.744722 4.815733 6.010941 0.011 0.073 0.003 0.48
H 0.206978 3.395133 4.228641 -0.026 0.032 0.035 0.36
N 2.769278 4.470433 -0.499059 0.306 0.857 -0.998 -0.66
N 2.663578 3.402633 0.280741 -0.414 -1.440 1.039 1.04
N 3.274378 3.290833 1.428041 0.590 0.506 0.325 -1.02
C 2.983778 2.053733 1.796341 -0.025 0.169 -0.202 -0.53
N 2.205378 1.453033 0.889241 0.612 0.609 0.210 0.34
N 1.997578 2.343033 -0.065359 -0.318 0.469 -0.927 0.07
H 3.073678 5.317033 -0.039259 -0.120 -0.180 0.167 0.29
H 2.076278 4.533133 -1.232659 -0.015 -0.077 0.213 0.25
H 3.338078 1.636333 2.716241 0.058 -0.173 0.194 0.45
Se -0.559522 1.617633 1.842041 -0.112 0.056 0.200 0.29
C -2.430022 1.488333 1.464141 0.027 -0.209 -0.083 0.61
C -3.346422 2.117833 2.294141 0.143 0.031 0.170 -0.62
C -4.687822 2.080333 1.954641 -0.020 0.006 -0.045 -0.73
C -5.090322 1.468033 0.777241 0.026 0.004 -0.003 -0.65
C -4.155822 0.893433 -0.071059 -0.120 -0.006 -0.032 -1.00
C -2.817222 0.886033 0.275041 0.177 -0.065 0.162 -0.29
H -3.018822 2.631933 3.188541 -0.045 0.000 0.008 0.55
H -5.414622 2.552133 2.597341 -0.066 0.031 0.066 0.45
H -6.135522 1.448333 0.514141 -0.122 0.028 -0.048 0.42
H -4.471822 0.462733 -1.007259 -0.031 -0.112 -0.120 0.53
H -2.066922 0.443633 -0.369659 -0.083 -0.012 -0.066 0.53
C 0.679478 -0.371867 -0.881659 0.943 1.140 7.009 1.71
Ge 0.500778 -0.596167 -2.825259 -0.042 -0.081 -1.171 2.21
C 2.308478 -0.063367 -3.442659 -0.734 -0.322 0.327 -0.15
C 2.767878 -0.299467 -4.731559 -0.156 -0.109 -0.094 -0.48
C 4.023078 0.150433 -5.111859 0.012 -0.004 -0.101 -0.73
C 4.813878 0.852433 -4.215859 0.022 -0.005 0.036 -0.61
C 4.359978 1.085033 -2.927359 0.143 0.091 0.061 -0.61
C 3.117378 0.619033 -2.543559 -0.191 -0.140 0.122 0.17
C 0.088678 -2.514267 -3.116659 0.243 0.895 0.104 0.23
C 1.126578 -3.383767 -3.429759 0.156 0.081 -0.109 -0.76
C 0.874878 -4.733367 -3.616359 0.146 -0.094 0.010 -0.49
C -0.412222 -5.226367 -3.477759 0.009 -0.007 -0.011 -0.63
C -1.449522 -4.363867 -3.165459 -0.116 -0.056 0.012 -0.63
C -1.200522 -3.013067 -2.988859 -0.113 0.175 0.018 -0.49
C -0.933922 0.657933 -3.372259 0.633 -0.613 0.357 0.41
C -1.616122 0.447633 -4.562859 0.083 -0.232 -0.041 -0.79
C -2.562222 1.360633 -4.995459 -0.039 0.001 -0.069 -0.69
C -2.845022 2.477833 -4.227859 -0.005 0.003 -0.008 -0.65
C -2.175022 2.685333 -3.032959 0.002 0.163 0.111 -0.56
C -1.209822 1.787333 -2.612059 0.145 -0.094 0.092 -0.28
H 2.150278 -0.836067 -5.442459 0.033 0.002 -0.054 0.46
H 4.383278 -0.044367 -6.111759 0.005 0.008 -0.053 0.43
H 5.785378 1.213433 -4.515559 0.090 0.018 -0.060 0.42
H 4.974978 1.629233 -2.223959 0.083 0.031 0.025 0.44
H 2.739978 0.771933 -1.541759 0.246 0.104 -0.059 -0.14
H 2.130778 -2.995067 -3.545959 0.099 -0.050 -0.033 0.45
H 1.682578 -5.400167 -3.876059 0.090 -0.070 -0.034 0.45
H -0.608622 -6.276267 -3.631359 -0.017 -0.095 -0.003 0.45
H -2.453022 -4.747267 -3.069859 -0.145 -0.019 0.001 0.47
H -2.014622 -2.336167 -2.770959 -0.176 0.046 0.027 0.48
H -1.401522 -0.432967 -5.154559 -0.050 -0.035 -0.110 0.45
H -3.074322 1.202833 -5.931659 -0.069 -0.029 -0.088 0.44
H -3.581522 3.190133 -4.565559 -0.086 0.067 -0.014 0.43
H -2.402922 3.553733 -2.432659 -0.013 0.099 0.047 0.47
H -0.658022 1.950933 -1.690559 -0.075 0.125 0.011 0.27
```
Positions in Å, forces in eV/Å.

Energy relative to the best compared isomer or geometry (same formula, charge and spin), eV: 0.0000
Total charge: +2
Energy, eV: -177542.290
Multiplicity: 1
Molar mass, Da: 874.4
Kohn-Sham gap, eV: 7.9